Record 1
{"formula": "C10H25BF2IInN3O6", "method": "the ωB97M-V functional and the def2-TZVPD basis", "species": ["O", "C", "F", "N", "C", "O", "F", "In", "I", "B", "O", "O", "H", "H", "H", "C", "C", "C", "O", "C", "N", "H", "H", "H", "H", "H", "H", "H", "H", "H", "H", "H", "C", "C", "C", "O", "C", "N", "H", "H", "H", "H", "H", "H", "H", "H", "H", "H", "H"], "positions_angstrom": [[1.18, -3.47, -1.91], [1.99, -2.72, -2.33], [2.93, -3.18, -3.22], [2.09, -1.38, -2.13], [3.23, -0.72, -2.45], [3.36, 0.33, -2.98], [4.34, -1.33, -1.92], [0.25, -0.29, -2.82], [0.05, 1.91, -1.13], [-1.62, -1.55, -2.39], [-2.06, -1.93, -1.15], [-2.48, -1.91, -3.41], [0.53, 0.16, -4.48], [-1.48, -1.61, -0.46], [-2.10, -1.73, -4.27], [3.59, -3.59, 2.95], [4.31, -2.79, 1.87], [5.33, -1.79, 2.43], [4.77, -0.62, 3.00], [4.36, -0.73, 4.34], [3.33, -2.20, 0.98], [2.82, -2.99, 3.44], [3.08, -4.44, 2.50], [4.28, -3.96, 3.71], [4.90, -3.50, 1.27], [5.95, -1.43, 1.60], [5.99, -2.28, 3.16], [5.04, -1.38, 4.91], [3.34, -1.13, 4.44], [4.38, 0.27, 4.77], [3.78, -1.79, 0.17], [2.86, -1.43, 1.45], [-6.26, 4.08, -0.46], [-4.90, 4.26, -1.11], [-4.24, 2.95, -1.54], [-3.70, 2.20, -0.47], [-4.58, 1.31, 0.17], [-4.05, 5.06, -0.23], [-6.16, 3.69, 0.56], [-6.78, 5.04, -0.39], [-6.89, 3.39, -1.03], [-5.04, 4.84, -2.03], [-3.38, 3.19, -2.18], [-4.93, 2.33, -2.13], [-5.31, 0.89, -0.53], [-5.13, 1.78, 1.00], [-3.98, 0.50, 0.58], [-3.18, 5.28, -0.71], [-3.77, 4.47, 0.55]], "spin_multiplicity": 1, "gap_ev": 7.93, "energy_ha": -1724.362865, "total_charge": -1}

---

Record 2
{"formula": "C4H17N2O2", "method": "the ωB97M-V functional and the def2-TZVPD basis", "species": ["C", "N", "C", "N", "C", "C", "H", "H", "H", "H", "H", "H", "H", "H", "H", "H", "H", "H", "H", "H", "H", "O", "H", "H", "O"], "positions_angstrom": [[0.97, 2.00, -0.30], [0.97, 2.18, 1.15], [0.29, 0.53, -0.42], [-0.43, 0.57, -1.79], [-1.26, -0.67, -1.97], [1.27, -0.53, -0.24], [1.96, 2.04, -0.78], [0.44, 2.85, -0.75], [1.97, 2.36, 1.34], [0.42, 2.99, 1.47], [-0.59, 0.56, 0.22], [0.16, 0.75, -2.61], [-1.08, 1.35, -1.75], [-2.18, -0.37, -2.50], [-1.62, -1.04, -1.00], [-0.87, -1.47, -2.61], [1.78, -0.62, 0.74], [2.31, -0.50, -0.65], [0.89, -1.52, -0.52], [-0.26, -0.40, 2.89], [-0.74, -1.38, 3.95], [-0.81, -1.19, 3.00], [-1.19, -3.60, 0.92], [-1.20, -2.22, 1.54], [-1.20, -2.67, 0.67]], "spin_multiplicity": 2, "s2": 0.755, "gap_ev": [9.92, 3.59], "energy_ha": -421.819763, "total_charge": 2, "relative_energy_kcal_mol": 54.2}

---

- Number 2 is which compound?
  C4H17N2O2